Entry 1:
The following is a quantum chemistry calculation of an isolated molecule of C6H11NO2, from the Open Molecules 2025 dataset.

Atoms and positions in Å:
1 C 1.972 -0.891 1.028
2 C 1.292 0.184 0.239
3 C -0.239 0.845 1.147
4 N 1.885 0.822 -0.670
5 O -0.190 0.538 2.345
6 H 1.293 1.520 -1.127
7 H -0.077 1.838 0.711
8 H 1.762 -1.866 0.576
9 H 1.604 -0.900 2.054
10 H 3.051 -0.739 1.016
11 C -0.593 -0.736 -1.744
12 C -1.626 0.378 0.316
13 C -0.828 -0.633 -0.283
14 O -2.142 1.313 -0.595
15 H -2.526 2.043 -0.099
16 H -2.309 0.083 1.112
17 H -0.626 -1.492 0.344
18 H 0.299 -1.312 -1.979
19 H -1.466 -1.240 -2.180
20 H -0.536 0.246 -2.211

## Properties
- Charge: 0
- Spin multiplicity: 1
- HOMO level: -7.89 eV
- Orbital gap: 0.2747 hartree
- LUMO: -0.410 eV
- F_max: 0.6 eV/A
- ΔE to the lowest compared entry with this formula, charge and spin: 493.5 kJ/mol

Need the Löwdin charges? In units of e they are: -0.060 -0.347 -0.376 0.121 -0.053 0.055 0.152 0.080 0.071 0.082 -0.050 -0.302 -0.057 -0.005 0.109 0.160 0.140 0.088 0.106 0.086



Entry 2:
The following is a quantum chemistry calculation of a cluster of 2 separate species, C4H5NO3 in total in a non-equilibrium geometry, from the Open Molecules 2025 dataset.

Atoms and positions in Å:
1 C -0.838 -0.277 -0.121
2 C 0.909 -1.489 -0.188
3 C 1.431 -0.224 0.027
4 C 0.185 0.614 0.079
5 H -2.504 -0.108 1.260
6 H -3.159 0.061 -0.493
7 H 1.276 -2.575 0.366
8 H 3.072 1.016 -1.066
9 H -0.686 2.319 0.209
10 N -2.214 0.105 0.173
11 O -0.436 -1.549 -0.273
12 O 2.783 0.113 0.287
13 O 0.179 1.994 -0.259

## Properties
- Charge: 0
- Spin multiplicity: 1
- HOMO level: -8.46 eV
- Orbital gap: 0.2610 hartree
- LUMO: -1.358 eV
- F_max: 5.6 eV/A
- ΔE to the lowest compared entry with this formula, charge and spin: 741.4 kJ/mol

Need the Löwdin charges? In units of e they are: -0.360 -0.097 -0.308 -0.186 0.146 0.154 0.205 0.354 0.148 0.015 0.035 -0.098 -0.008



Entry 3:
The following is a quantum chemistry calculation of a structure of composition C45H35F12N2O2P2V, from the Open Molecules 2025 dataset.

Atoms and positions in Å:
1 V -1.150 -0.540 -0.046
2 C 1.537 -6.104 -3.631
3 C 1.045 -5.148 -2.580
4 C 1.261 -5.353 -1.230
5 C 0.811 -4.441 -0.293
6 C 0.141 -3.254 -0.630
7 N -0.199 -2.322 0.339
8 C 0.460 -2.280 1.574
9 C 1.831 -2.542 1.699
10 C 2.533 -2.316 2.869
11 C 1.899 -1.816 3.995
12 C 2.650 -1.501 5.259
13 C 0.532 -1.586 3.898
14 C -0.213 -1.814 2.744
15 C -1.717 -1.464 2.696
16 O -2.014 -0.583 1.695
17 C -2.593 -2.767 2.565
18 F -2.019 -3.741 1.861
19 F -3.774 -2.497 1.994
20 F -2.864 -3.299 3.778
21 C -2.231 -0.718 3.966
22 F -3.549 -0.481 3.858
23 F -2.058 -1.359 5.143
24 F -1.624 0.477 4.083
25 C -0.226 -3.120 -2.012
26 C 0.277 -4.040 -2.923
27 C -1.207 -2.033 -2.488
28 O -0.978 -0.808 -1.948
29 C -2.672 -2.515 -2.140
30 F -2.735 -3.145 -0.964
31 F -3.160 -3.364 -3.063
32 F -3.523 -1.476 -2.072
33 C -1.202 -1.757 -4.026
34 F -2.114 -0.812 -4.323
35 F -1.481 -2.795 -4.842
36 F 0.001 -1.288 -4.398
37 H 2.384 -6.689 -3.268
38 H 1.862 -5.577 -4.529
39 H 0.764 -6.814 -3.936
40 H 1.787 -6.240 -0.892
41 H 0.980 -4.653 0.753
42 H 2.375 -2.899 0.836
43 H 3.599 -2.517 2.892
44 H 3.631 -1.978 5.257
45 H 2.116 -1.844 6.146
46 H 2.810 -0.426 5.380
47 H 0.037 -1.206 4.779
48 H 0.043 -3.916 -3.971
49 C -0.082 3.085 1.863
50 N 0.081 2.508 0.513
51 P 1.241 1.155 0.606
52 C 2.731 2.039 1.228
53 C 3.198 3.233 0.678
54 C 4.338 3.837 1.176
55 C 5.036 3.249 2.228
56 C 4.581 2.062 2.778
57 C 3.426 1.463 2.282
58 C 1.784 0.889 -1.114
59 C 1.720 1.797 -2.160
60 C 2.158 1.438 -3.427
61 C 2.666 0.166 -3.652
62 C 2.733 -0.748 -2.610
63 C 2.288 -0.390 -1.348
64 P -1.400 1.896 -0.221
65 C -1.466 2.749 -1.828
66 C -2.134 2.087 -2.850
67 C -2.246 2.673 -4.105
68 C -1.686 3.920 -4.340
69 C -1.008 4.582 -3.323
70 C -0.896 3.995 -2.072
71 C -2.751 2.752 0.669
72 C -2.934 4.135 0.605
73 C -3.998 4.741 1.248
74 C -4.907 3.965 1.960
75 C -4.745 2.592 2.018
76 C -3.672 1.983 1.372
77 H 0.900 3.239 2.308
78 H -0.669 2.442 2.528
79 H -0.568 4.057 1.799
80 H 2.659 3.687 -0.146
81 H 4.693 4.765 0.744
82 H 5.931 3.718 2.615
83 H 5.118 1.600 3.596
84 H 3.062 0.537 2.717
85 H 1.323 2.785 -1.995
86 H 2.084 2.150 -4.239
87 H 2.982 -0.124 -4.645
88 H 3.093 -1.755 -2.781
89 H 2.294 -1.120 -0.545
90 H -2.527 1.093 -2.680
91 H -2.750 2.138 -4.899
92 H -1.764 4.371 -5.322
93 H -0.558 5.549 -3.508
94 H -0.337 4.487 -1.283
95 H -2.243 4.744 0.034
96 H -4.123 5.814 1.190
97 H -5.742 4.436 2.463
98 H -5.445 1.979 2.571
99 H -3.533 0.912 1.446

## Properties
- Charge: -1
- Spin multiplicity: 4
- HOMO level (spin up / spin down): -3.70 / -4.17 eV
- Orbital gap (spin up / spin down): 0.2257 / 0.2426 hartree
- LUMO (spin up / spin down): 2.442 / 2.434 eV
- F_max: 0.5 eV/A

Need the Löwdin charges? In units of e they are: 0.708 -0.069 -0.292 -0.056 -0.037 -0.216 -0.026 -0.251 -0.057 -0.063 -0.297 -0.063 0.011 -0.048 -0.323 -0.277 -0.534 0.163 0.152 0.134 -0.546 0.150 0.122 0.141 -0.048 0.004 -0.339 -0.248 -0.536 0.161 0.148 0.139 -0.535 0.143 0.119 0.153 0.067 0.071 0.073 0.105 0.107 0.102 0.108 0.068 0.073 0.071 0.108 0.110 -0.167 -0.464 1.040 -0.361 -0.090 -0.089 -0.099 -0.087 -0.089 -0.362 -0.089 -0.072 -0.094 -0.073 -0.095 0.997 -0.343 -0.075 -0.070 -0.093 -0.091 -0.132 -0.326 -0.100 -0.089 -0.093 -0.071 -0.069 0.064 0.074 0.069 0.099 0.097 0.095 0.098 0.085 0.075 0.100 0.100 0.107 0.083 0.087 0.103 0.096 0.097 0.098 0.093 0.097 0.097 0.104 0.081



Entry 4:
The following is a quantum chemistry calculation of a structure of composition C3H7O3Pt in a non-equilibrium geometry, from the Open Molecules 2025 dataset.

Atoms and positions in Å:
1 O 3.398 0.131 -0.603
2 Pt 1.658 0.419 -0.444
3 O 0.788 -1.261 -0.347
4 C -0.645 -1.258 -0.427
5 C -1.187 -0.068 0.344
6 O -0.951 1.195 -0.204
7 C 0.301 1.812 0.207
8 H -1.017 -2.178 0.046
9 H -1.024 -1.257 -1.459
10 H -0.754 -0.111 1.362
11 H -2.276 -0.207 0.427
12 H 0.322 2.780 -0.321
13 H 0.242 2.065 1.285
14 H 1.146 -2.063 0.134

## Properties
- Charge: 0
- Spin multiplicity: 4
- HOMO level (spin up / spin down): -7.25 / -8.66 eV
- Orbital gap (spin up / spin down): 0.2690 / 0.2973 hartree
- LUMO (spin up / spin down): 0.074 / -0.569 eV
- F_max: 6.9 eV/A
- ΔE to the lowest compared entry with this formula, charge and spin: 0.0 kJ/mol

Need the Löwdin charges? In units of e they are: -0.577 1.191 -0.320 -0.197 -0.269 -0.252 -0.365 0.132 0.135 0.128 0.135 0.047 0.054 0.158